Below is a molecular structure, C26H21F3N7O4Pd, with properties calculated with ωB97M-V/def2-TZVPD.

HOMO (spin up / spin down), hartree: -0.420 / -0.439
Lowest unoccupied orbital energy (spin up / spin down), eV: -2.6 / -5.9
Kohn-Sham gap (spin up / spin down), eV: 8.86 / 6.09
⟨S²⟩: 6.050
Spin multiplicity: 5
Total energy, hartree: -2114.82493
Total charge: +1

Each line ends with the natural charge from an NBO analysis.
CARTESIAN COORDINATES (ANGSTROEM)
Pd (0.24, 0.01, -0.05)  1.243
F (3.07, -0.37, 1.10)  -0.330
F (2.64, 1.69, 0.57)  -0.358
F (1.87, 0.84, 2.42)  -0.334
O (-0.38, -1.62, -1.23)  -0.651
O (3.57, -1.69, -5.56)  -0.560
O (1.68, -2.78, -5.19)  -0.660
O (-0.14, -2.78, -3.12)  -0.604
N (-0.69, 2.82, -1.13)  -0.188
N (-0.40, 1.55, -1.47)  -0.336
N (-0.04, -1.53, 1.54)  -0.334
N (3.04, 0.17, -1.92)  -0.307
N (-0.79, 1.37, 1.40)  -0.441
N (-0.40, -1.18, 2.79)  -0.181
N (1.90, -0.41, -1.53)  -0.294
C (-0.85, 1.38, -2.71)  0.015
C (-0.45, 2.72, 1.33)  0.054
C (-1.62, 0.96, 2.40)  0.179
C (-1.31, 3.46, -2.16)  0.003
C (1.56, -1.24, -2.50)  0.043
C (0.31, 4.72, 2.47)  -0.155
C (0.26, -1.95, -2.32)  0.745
C (0.21, -1.97, 3.70)  0.010
C (2.51, -1.22, -3.54)  -0.243
C (0.48, 5.38, 1.26)  0.030
C (2.12, 0.57, 1.14)  0.816
C (-1.43, 2.56, -3.19)  -0.314
C (-3.47, 0.13, 4.38)  0.066
C (1.02, 6.78, 1.21)  -0.640
C (2.63, -1.92, -4.85)  0.780
C (-2.41, -0.69, 3.99)  -0.211
C (-0.14, 3.42, 2.50)  -0.184
C (-3.60, 1.38, 3.76)  -0.212
C (-2.70, 1.78, 2.80)  -0.176
C (3.45, -0.30, -3.11)  0.055
C (-1.50, -0.31, 3.03)  0.142
C (0.17, 4.70, 0.09)  -0.226
C (-0.29, 3.40, 0.10)  0.208
C (1.02, -2.84, 3.02)  -0.318
C (0.83, -2.52, 1.67)  0.024
C (-4.47, -0.34, 5.39)  -0.643
H (3.51, 0.82, -1.30)  0.438
H (-3.99, -0.92, 6.18)  0.233
H (-5.00, 0.50, 5.85)  0.233
H (2.10, 6.77, 1.03)  0.241
H (0.30, 5.19, -0.87)  0.230
H (4.36, 0.02, -3.58)  0.260
H (-0.77, 0.42, -3.19)  0.237
H (-2.84, 2.72, 2.29)  0.232
H (1.66, -3.60, 3.44)  0.256
H (-4.43, 2.03, 4.03)  0.234
H (-1.89, 2.73, -4.14)  0.258
H (-1.63, 4.48, -2.06)  0.241
H (0.01, -1.86, 4.76)  0.240
H (-0.21, 2.89, 3.45)  0.233
H (0.56, 7.36, 0.40)  0.231
H (-5.22, -0.98, 4.91)  0.246
H (1.28, -2.95, 0.79)  0.239
H (0.85, 7.30, 2.15)  0.232
H (-2.31, -1.67, 4.44)  0.233
H (0.97, -2.84, -4.50)  0.513
H (0.56, 5.22, 3.40)  0.225

Below is C26H21F3O3 in the gas phase at a distorted geometry, with properties calculated with ωB97M-V/def2-TZVPD.

HOMO, hartree: -0.279
Lowest unoccupied orbital energy, eV: -1.0
Kohn-Sham gap, eV: 6.61
Total energy, hartree: -1527.95214
Total charge: 0

Each line ends with the natural charge from an NBO analysis.
CARTESIAN COORDINATES (ANGSTROEM)
F (-4.34, 2.01, 4.35)  -0.403
F (-3.93, 3.44, 2.58)  -0.358
F (-5.74, 2.24, 2.73)  -0.258
O (2.17, -2.65, 1.19)  -0.498
O (-0.67, 3.08, 0.33)  -0.843
O (-1.43, 1.35, -0.97)  -0.528
C (-1.69, -1.94, 0.27)  -0.090
C (-3.77, 1.17, 2.26)  -0.233
C (-4.58, 0.01, 1.61)  -0.112
C (-0.12, -4.03, -1.10)  -0.198
C (2.18, -1.43, -0.79)  -0.396
C (2.18, -1.62, 0.58)  0.430
C (0.21, -3.50, -0.08)  -0.118
C (-2.06, -2.53, -0.97)  -0.196
C (-1.60, -0.05, 1.70)  -0.216
C (-0.39, -2.59, 0.82)  -0.151
C (1.60, -3.98, 0.63)  -0.070
C (-2.30, -1.11, 1.07)  0.069
C (-1.53, -3.61, -1.70)  -0.144
C (-2.46, 0.78, 2.30)  -0.093
C (5.11, 3.14, -3.34)  -0.638
C (3.87, 2.91, -2.48)  0.000
C (-4.50, 2.13, 2.85)  0.981
C (1.92, 2.43, -0.91)  -0.439
C (2.93, 2.61, -1.75)  -0.001
C (2.27, 0.86, 1.04)  -0.193
C (-0.48, 2.09, -0.92)  0.844
C (2.10, -0.06, -1.18)  -0.169
C (2.42, -0.38, 1.64)  -0.297
C (2.03, 1.17, -0.48)  0.001
C (-3.96, -1.16, 0.72)  -0.150
C (0.72, 2.68, -1.69)  -0.357
H (1.54, -4.74, 1.33)  0.207
H (-4.49, -1.76, 0.27)  0.158
H (-1.89, 1.58, 2.82)  0.210
H (2.14, -0.17, -2.25)  0.212
H (2.09, 3.14, -0.11)  0.272
H (-3.02, -2.29, -1.40)  0.210
H (5.42, 4.12, -3.34)  0.226
H (-5.62, -0.14, 1.63)  0.201
H (2.21, -2.34, -1.49)  0.231
H (-1.58, -3.99, -2.57)  0.193
H (0.40, -4.69, -1.85)  0.224
H (-0.64, -0.04, 1.71)  0.231
H (-0.06, -2.30, 1.96)  0.262
H (0.66, 3.50, -2.00)  0.195
H (0.55, 1.82, -2.64)  0.220
H (4.59, 2.96, -4.47)  0.219
H (5.89, 2.41, -3.24)  0.234
H (2.41, 1.54, 1.85)  0.212
H (2.39, -4.39, -0.19)  0.189
H (2.32, -0.57, 2.78)  0.234
H (-1.47, 2.87, 0.89)  0.484

Below is a molecular structure, C26H21F5GaN4O2S2Se, with properties calculated with ωB97M-V/def2-TZVPD.

HOMO, hartree: -0.407
Lowest unoccupied orbital energy, eV: -3.1
Kohn-Sham gap, eV: 7.95
Total energy, hartree: -6994.73257
Total charge: +1
Energy relative to the best compared isomer or geometry (same formula, charge and spin), kJ/mol: 3.2

Each line ends with the natural charge from an NBO analysis.
CARTESIAN COORDINATES (ANGSTROEM)
Se (-2.02, 1.61, -2.34)  -0.035
Ga (-0.49, 0.92, -0.69)  1.311
S (1.24, -0.52, -1.18)  -0.213
S (-2.04, 0.07, 1.64)  2.364
F (0.58, -1.21, -5.92)  -0.295
F (1.33, 3.44, -5.95)  -0.273
F (1.81, 0.98, -6.99)  -0.268
F (-1.13, -0.93, -3.90)  -0.310
F (-0.33, 3.73, -3.86)  -0.288
O (-3.26, 0.70, 2.04)  -0.900
O (-2.07, -0.81, 0.47)  -0.999
N (1.14, -2.57, -2.81)  -0.561
N (0.70, 2.56, -0.24)  -0.584
N (-0.67, -2.41, -1.40)  -0.563
N (-0.89, 1.09, 1.17)  -1.092
C (1.49, 3.24, -1.04)  0.112
C (0.48, -1.95, -1.84)  0.404
C (-0.18, -1.50, 2.84)  -0.124
C (-1.51, -1.53, 5.28)  -0.213
C (-0.52, 0.17, -4.36)  0.310
C (-2.05, -0.83, 4.21)  -0.155
C (0.35, 0.01, -5.43)  0.296
C (0.08, 3.69, 3.68)  -0.149
C (-1.38, -0.83, 3.00)  -0.404
C (0.98, 1.12, -5.97)  0.289
C (0.35, -2.19, 3.91)  -0.217
C (-0.58, 2.55, 3.15)  -0.232
C (-0.14, 2.50, -4.36)  0.328
C (1.18, 4.08, 1.58)  -0.090
C (-0.24, -4.55, -2.48)  -0.427
C (0.68, -3.81, -3.44)  -0.222
C (0.72, 2.37, -5.44)  0.271
C (-0.36, 2.18, 1.85)  0.148
C (-0.31, -2.22, 5.14)  0.031
C (0.53, 2.95, 1.05)  0.213
C (0.27, -2.99, 6.29)  -0.637
C (2.03, 4.79, 0.70)  -0.069
C (-0.78, 1.41, -3.79)  -0.319
C (-1.31, -3.58, -1.99)  -0.224
C (2.19, 4.38, -0.60)  -0.263
C (0.94, 4.44, 2.93)  -0.210
H (1.29, -2.72, 3.80)  0.220
H (0.32, -4.93, -1.63)  0.220
H (0.16, -3.56, -4.36)  0.218
H (-1.26, 2.00, 3.78)  0.237
H (-0.70, -5.39, -2.99)  0.246
H (1.98, -2.13, -3.14)  0.429
H (1.58, 2.90, -2.06)  0.215
H (1.55, -4.41, -3.69)  0.229
H (-2.99, -0.29, 4.30)  0.250
H (-0.11, 3.96, 4.71)  0.231
H (1.44, 5.30, 3.34)  0.230
H (0.17, -4.06, 6.12)  0.234
H (1.33, -2.78, 6.41)  0.229
H (2.55, 5.66, 1.07)  0.234
H (0.34, -1.48, 1.89)  0.217
H (-2.03, -1.54, 6.23)  0.227
H (-1.95, -3.26, -2.81)  0.218
H (-1.94, -4.03, -1.22)  0.235
H (-0.24, -2.75, 7.23)  0.226
H (-1.11, -1.96, -0.60)  0.468
H (2.82, 4.91, -1.28)  0.245